1.
{"formula": "C4H8N4O", "method": "the ωB97M-V functional and the def2-TZVPD basis", "e_homo_ha": -0.32157, "de_lowest_kj_mol": 403.26, "smiles": "CN[C@@H]1C=NO/C1=N/N", "total_charge": 0, "lumo_ev": 0.7011, "elements": ["O", "N", "N", "N", "N", "C", "C", "C", "C", "H", "H", "H", "H", "H", "H", "H", "H"], "coordinates": [[-0.65271, 0.32415, -2.50275], [-1.36405, -0.83002, -2.13603], [0.98157, 2.44619, -0.12894], [0.59486, 1.93872, -1.39389], [0.61135, -0.57050, 0.48424], [-0.09520, 0.88863, -1.34952], [-1.32444, -0.95835, -0.86265], [0.18803, -1.30089, 1.70050], [-0.50241, 0.06632, -0.13912], [1.17738, 1.68476, 0.49629], [1.13395, -1.11157, -0.17542], [1.05172, -1.96968, 2.02083], [-0.71845, -1.94719, 1.57277], [-1.68462, -1.82558, -0.35120], [-1.11686, 0.66896, 0.57713], [1.84177, 3.01381, -0.27579], [-0.12189, -0.51775, 2.46354]]}

2.
{"formula": "C3H8N2O2", "method": "the ωB97M-V functional and the def2-TZVPD basis", "e_homo_ha": -0.35669, "de_lowest_kj_mol": 23.00, "smiles": "NC(=O)NCCO", "total_charge": 0, "lumo_ev": 0.6525, "elements": ["O", "O", "N", "N", "C", "C", "C", "H", "H", "H", "H", "H", "H", "H", "H"], "coordinates": [[-0.07571, -0.53332, 1.62541], [2.04812, 1.00068, 0.82978], [-2.25744, -0.76292, 1.05922], [-0.65814, -0.15128, -0.54024], [-0.94254, -0.47323, 0.75679], [0.74452, -0.09594, -0.95949], [1.49809, 1.14109, -0.45179], [0.74930, -0.10148, -2.05412], [1.27323, -0.99198, -0.61037], [2.34188, 1.33489, -1.12520], [-1.35251, -0.34786, -1.24622], [-2.40008, -0.78340, 2.05943], [0.81359, 2.00469, -0.52012], [1.38067, 0.54773, 1.37555], [-3.00049, -0.31863, 0.53951]]}

3.
{"formula": "C5H7NO", "method": "the ωB97M-V functional and the def2-TZVPD basis", "e_homo_ha": -0.38214, "de_lowest_kj_mol": 83.17, "smiles": "C[C@H](C#N)CC=O", "total_charge": 0, "lumo_ev": 0.4448, "elements": ["O", "N", "C", "C", "C", "C", "C", "H", "H", "H", "H", "H", "H", "H"], "coordinates": [[0.15537, -0.41617, 2.40608], [-0.26123, 1.16179, -2.90767], [-0.84547, -0.17478, 1.77848], [1.39874, -0.49580, -0.34543], [-0.18885, 0.55613, -1.92412], [-0.07662, -0.21813, -0.67380], [-0.84635, 0.53510, 0.43642], [1.89442, -0.95240, -1.20753], [1.92893, 0.42688, -0.08631], [-0.57266, -1.17830, -0.86891], [-0.38717, 1.52039, 0.58864], [-1.83533, -0.44862, 2.19586], [-1.87913, 0.70320, 0.11710], [1.46327, -1.17662, 0.50609]]}

4.
{"formula": "C9H18N2O3S", "method": "the ωB97M-V functional and the def2-TZVPD basis", "e_homo_ha": -0.33943, "de_lowest_kj_mol": 125.67, "smiles": "CC[C@H](C)[C@H](NC(=O)[C@@H](N)CS)C(=O)O", "total_charge": 0, "lumo_ev": 0.3680, "elements": ["S", "O", "O", "O", "N", "N", "C", "C", "C", "C", "C", "C", "C", "C", "C", "H", "H", "H", "H", "H", "H", "H", "H", "H", "H", "H", "H", "H", "H", "H", "H", "H", "H"], "coordinates": [[2.82014, 1.60023, -0.60295], [-2.45030, -2.46176, -0.40318], [2.02377, -2.00018, -1.07511], [-3.38345, -0.83359, 0.66835], [-0.12318, -1.31930, -0.56137], [2.07631, -1.53764, 1.85453], [-1.90360, 1.33281, -1.74372], [-2.39211, -1.36117, 0.03897], [1.89045, -0.59989, 0.76415], [1.25263, -1.27284, -0.43538], [3.13945, 0.11443, 0.39733], [-1.10835, -0.52287, 0.13824], [-1.97644, 1.83337, 0.74804], [-1.27205, 1.00504, -0.34012], [-1.42427, 3.28878, 0.93762], [2.70403, 0.91977, -1.77678], [-0.24086, 1.34887, -0.34148], [-0.43840, -1.96769, -1.31714], [-0.83964, -0.66399, 1.24477], [-3.05085, 1.83491, 0.55902], [3.68027, 0.51348, 1.31844], [1.16137, 0.17104, 1.07159], [2.41765, -1.03558, 2.63580], [-2.92269, 0.99400, -1.88888], [-1.38884, 0.75363, -2.46818], [-1.80645, 4.04920, 0.25170], [-1.84411, 1.37274, 1.74752], [-0.34379, 3.28047, 0.73961], [-4.17837, -1.44500, 0.60600], [1.13048, -1.81463, 2.06486], [-1.79248, 2.32000, -2.10224], [-1.59071, 3.74868, 1.90838], [3.79478, -0.52665, -0.20905]]}

5.
{"formula": "C42H76Cl2F5I3O27P2", "method": "the ωB97M-V functional and the def2-TZVPD basis", "e_homo_ha": -0.26543, "smiles": "CCP(CC)[C@](O)(CCCCl)O[C@](COC)(/C(I)=C(/C)I)[C@](C[C@H](C)I)(O[C@H](Cl)C(F)(F)C(F)(F)F)P(O)O.COC(=O)OC.COC(=O)OC.COC(=O)OC.COC(=O)OC.COC(=O)OC.COC(=O)OC.COC(=O)OC", "total_charge": 0, "lumo_ev": 0.0319, "elements": ["I", "I", "I", "Cl", "Cl", "P", "P", "F", "F", "F", "F", "F", "O", "O", "O", "O", "O", "O", "O", "O", "O", "O", "O", "O", "O", "O", "O", "O", "O", "O", "O", "O", "O", "O", "O", "O", "O", "O", "O", "C", "C", "C", "C", "C", "C", "C", "C", "C", "C", "C", "C", "C", "C", "C", "C", "C", "C", "C", "C", "C", "C", "C", "C", "C", "C", "C", "C", "C", "C", "C", "C", "C", "C", "C", "C", "C", "C", "C", "C", "C", "C", "H", "H", "H", "H", "H", "H", "H", "H", "H", "H", "H", "H", "H", "H", "H", "H", "H", "H", "H", "H", "H", "H", "H", "H", "H", "H", "H", "H", "H", "H", "H", "H", "H", "H", "H", "H", "H", "H", "H", "H", "H", "H", "H", "H", "H", "H", "H", "H", "H", "H", "H", "H", "H", "H", "H", "H", "H", "H", "H", "H", "H", "H", "H", "H", "H", "H", "H", "H", "H", "H", "H", "H", "H", "H", "H", "H"], "coordinates": [[1.20426, 3.21333, 2.22706], [-5.43966, 2.64288, -2.54050], [0.12859, 1.43394, -2.32453], [-1.78355, 5.76628, 2.42071], [-0.78953, 0.64027, 7.63776], [-1.57072, -1.31431, 3.13911], [-3.41082, 2.95869, 2.17934], [-3.88546, 5.77583, -0.09536], [-1.94270, 7.35010, -2.12251], [-2.51265, 7.38561, 0.22879], [-1.12497, 5.40755, -1.96071], [-3.18221, 5.69889, -2.44385], [-1.45126, 3.98638, 0.36872], [-4.30522, 1.56373, 2.28841], [3.41990, 5.64685, -10.41056], [1.84340, -1.44836, 10.24479], [2.05429, 3.44042, -7.06214], [3.74647, 7.75948, -9.67056], [-5.05030, -6.11739, -1.14868], [6.10965, 8.91574, -5.77924], [5.55740, -11.78516, -1.23239], [-6.42480, -4.69885, -2.02407], [-1.31373, 1.42837, 2.34616], [6.38837, -9.84427, -1.68552], [1.47754, 4.99228, -5.67625], [0.61690, 0.04016, 2.63954], [-0.06538, 4.22572, -7.14545], [0.73929, -9.42713, 2.41644], [4.19554, 8.54947, -4.62957], [-4.49040, 4.22302, 2.06450], [2.92185, -2.82091, 11.51808], [4.57691, -9.95507, -0.33573], [0.14848, -7.47372, 3.39073], [0.91618, -2.04373, 12.21991], [2.93133, 7.47506, -11.65047], [-0.32302, -9.49263, 4.29619], [5.44463, 6.87883, -5.50352], [-0.50676, -0.55870, 0.18034], [-5.15175, -4.03477, -0.27613], [0.18549, -8.67733, 3.36849], [-1.92091, 1.14226, 5.18320], [-4.05186, -6.43922, -0.17799], [-2.27871, 2.86171, 0.63602], [-3.85010, -2.82395, 3.28668], [1.32978, -8.68241, 1.34772], [0.49508, 5.89062, -5.15602], [2.49168, 6.60891, -12.69685], [5.15377, 8.15395, -5.24119], [4.24489, 7.21896, -8.44498], [3.37171, 6.84102, -10.56134], [6.36875, -8.42279, -1.54550], [-3.40412, -1.33259, 3.24141], [4.49262, 5.94213, -4.99185], [-2.10856, 0.31499, 6.45021], [-2.18941, 6.13288, -1.70784], [-0.75405, -2.45012, 4.35613], [-7.00425, -3.39365, -2.05951], [-5.50737, -4.86721, -1.07065], [-1.59883, 0.32243, 0.26594], [5.42311, -10.47610, -1.01677], [0.70081, -0.62539, 9.98721], [-0.95290, -8.82029, 5.38672], [1.04140, 4.21814, -6.67671], [-4.68245, 0.55080, -0.57821], [-2.60804, 6.12626, -0.19141], [5.92657, 10.31836, -5.57666], [-4.52437, 2.06741, -0.61993], [-3.10653, 2.65321, -0.68900], [-0.71023, 0.38262, 3.01468], [2.25976, 2.78720, -0.64909], [1.74078, 2.55414, -8.13808], [-1.63130, 5.30270, 0.68385], [-0.54365, -3.86171, 3.73436], [-1.21950, 1.63970, 0.91895], [-0.84262, -1.72411, -0.56347], [-0.56018, 0.89250, 4.48778], [4.58268, -12.59384, -0.57140], [0.19772, 2.19436, 0.61964], [0.88012, 2.19742, -0.50091], [3.01579, -3.57489, 12.72651], [1.80365, -2.09743, 11.40802], [-4.93622, -2.85844, 3.23806], [-7.51943, -3.17598, -1.12519], [2.96826, 2.32606, 0.03207], [-0.00210, 1.82570, 4.52640], [-3.44564, -3.36113, 4.13842], [4.83469, 4.94825, -5.26736], [-3.17520, -5.80520, -0.30257], [3.51718, 6.10944, -5.43784], [3.58017, -12.34871, -0.91844], [-1.92187, 2.17670, 5.52830], [0.85023, -0.15471, 9.02220], [-0.20516, -1.22651, 9.94626], [-0.50476, -2.57889, 0.01975], [-1.79458, -8.22416, 5.03695], [1.74419, -9.39853, 0.64352], [6.50825, -8.13683, -0.50427], [-1.17075, -4.01497, 2.86517], [2.18261, 3.85061, -0.42903], [-2.55572, 2.14013, -1.47184], [1.02297, -0.43957, 3.36892], [-5.19917, 2.51885, 0.09894], [-4.45034, -6.34203, 0.83072], [-2.77092, 1.05054, 4.51288], [-5.39413, 3.90048, 1.90500], [-0.01276, 0.16796, 5.09075], [0.51099, -3.99219, 3.51063], [4.80159, -13.62709, -0.82627], [-0.23781, -8.19334, 5.91713], [2.64066, 1.98430, -8.35239], [1.65469, 5.99722, -12.36376], [0.60905, 0.15156, 10.74564], [-3.88116, -0.84208, 4.09989], [0.57819, -8.08152, 0.83734], [2.60864, 2.70362, -1.67532], [-4.53951, 0.11044, 0.40810], [-3.00359, 0.69064, 6.93509], [-0.82474, -4.60179, 4.48220], [-3.85698, -0.94624, 2.33625], [-7.72684, -3.38866, -2.87086], [6.76180, 10.82040, -6.05732], [0.15947, 6.58095, -5.92837], [-1.32041, -9.58705, 6.06338], [3.30895, 5.97832, -13.04335], [1.45807, 3.11516, -9.02700], [3.95967, -4.11255, 12.69313], [-5.69343, 0.29800, -0.88857], [-4.01561, 0.03313, -1.26356], [-1.91504, -1.82089, -0.73977], [4.51478, 8.05497, -7.80747], [-1.43115, -2.58738, 5.20297], [5.93320, 10.55735, -4.51459], [-2.19193, -0.74928, 6.26001], [3.47756, 6.62862, -7.94456], [7.19644, -8.03431, -2.13246], [-3.76634, -7.47395, -0.34686], [3.01457, -2.91534, 13.59285], [-0.68582, 5.78718, 0.44243], [-0.34825, 5.33943, -4.74307], [4.99872, 10.65578, -6.03608], [5.13403, 6.61742, -8.62392], [-6.24358, -2.64014, -2.25883], [0.19787, -2.08704, 4.73253], [0.94571, 1.86762, -7.85077], [4.65108, -12.47339, 0.50851], [-4.75757, 1.62115, 3.14105], [-3.51144, -3.24693, 2.34067], [5.43750, -8.01106, -1.93116], [2.20114, -4.29407, 12.79588], [0.96229, 6.46157, -4.35707], [-3.23154, 3.64438, -1.11187], [2.16213, 7.24217, -13.51614], [2.13513, -8.05093, 1.71782], [-1.98980, 0.37900, -0.74656], [-2.42051, -0.10519, 0.85173], [-0.29152, -1.68845, -1.50540], [4.43368, 6.00278, -3.90575]]}

6.
{"formula": "H12Na6O14S2", "method": "the ωB97M-V functional and the def2-TZVPD basis", "e_homo_ha": -0.47720, "de_lowest_kj_mol": 0.00, "total_charge": 2, "lumo_ev": -8.5818, "elements": ["S", "S", "Na", "Na", "Na", "Na", "Na", "Na", "O", "O", "O", "O", "O", "O", "O", "O", "O", "O", "O", "O", "O", "O", "H", "H", "H", "H", "H", "H", "H", "H", "H", "H", "H", "H"], "coordinates": [[-2.27446, -2.41631, -1.63187], [0.75761, 0.19958, -0.38168], [0.47784, -3.47030, -0.35430], [3.77579, 2.18714, -0.54965], [0.53504, -1.66663, -3.15549], [-2.08498, -0.69204, 0.64093], [-1.68375, 0.97975, -2.49778], [3.28463, -1.19246, -0.19565], [3.00623, 0.63072, 2.54026], [-0.36097, 0.74022, 0.40140], [-2.33096, 0.68685, 2.55826], [-3.31991, -2.63979, -2.62020], [-0.47933, -2.24811, 2.00109], [-1.69968, 2.90155, 0.04658], [-2.03838, -1.04881, -1.58804], [-1.09364, -3.17799, -1.98212], [0.88007, -1.26083, -0.20686], [-2.65831, -2.79158, -0.27546], [1.76091, 0.92290, -4.09709], [2.05712, 0.74744, 0.03834], [0.10562, 2.04621, 2.54258], [0.54537, 0.39465, -1.79250], [1.34899, 0.76736, -3.24716], [0.40522, -1.94422, 1.79749], [1.60432, 1.85057, -4.27351], [2.75906, 0.79730, 1.63065], [0.44340, 2.76421, 2.00722], [3.34349, -0.26509, 2.53711], [-2.88858, 1.14975, 3.18358], [-1.25748, 2.05913, 0.15148], [-1.61925, 1.29929, 2.37222], [-0.36425, -3.16007, 2.26815], [-1.01163, 3.55256, 0.18450], [0.07485, 1.29707, 1.94754]]}